# 1
Computed, not measured: 2 unconnected molecules or ions with the total composition C24H26Br2NO3 in a non-equilibrium geometry, with ωB97M-V/def2-TZVPD.

Structure (XYZ):
```
56
Properties=species:S:1:pos:R:3:forces:R:3
C -3.35860 -2.89600 2.82355 -0.12 0.06 0.22
C -2.00283 -2.61057 2.23054 -0.04 -0.01 0.09
O -1.89719 -1.17297 2.04593 0.80 -0.28 -0.11
C -0.62735 -0.71332 1.94412 0.79 -0.19 -0.21
C -0.56218 0.69097 1.53887 -0.73 -0.24 0.16
C 0.45655 1.43640 2.03837 -0.11 0.93 0.50
N 0.42176 2.77766 2.27239 0.27 -1.05 -0.19
C 1.65386 3.41724 2.74393 0.23 0.26 -0.42
C 1.37606 4.76155 3.40743 -0.33 0.24 -0.13
O 0.46241 5.54225 2.63336 -0.05 -0.66 0.20
C -0.81230 4.91540 2.50478 0.24 0.18 0.27
C -0.73526 3.54255 1.83253 0.18 0.57 -0.34
O 0.36676 -1.41181 2.15687 -0.87 0.38 -0.25
H -3.57426 -3.96441 2.77144 0.01 0.04 -0.03
H -3.37065 -2.60940 3.87964 -0.09 0.03 -0.18
H -4.14524 -2.34754 2.29979 0.07 -0.11 0.03
H -1.20441 -2.96998 2.89318 -0.16 0.19 -0.36
H -1.89368 -3.07393 1.23818 0.05 0.06 0.24
H -1.46070 1.12866 1.11270 0.12 -0.04 0.35
H 1.37643 0.94038 2.36025 -0.45 0.11 0.25
H 2.12494 2.74437 3.47323 -0.05 0.15 -0.21
H 2.35416 3.56951 1.90137 -0.25 -0.05 0.21
H 0.99427 4.58938 4.43458 0.03 0.26 -0.38
H 2.29051 5.37000 3.43286 -0.22 -0.37 0.23
H -1.29731 4.80440 3.49413 0.24 0.20 -0.25
H -1.38753 5.60823 1.87636 -0.06 -0.35 0.31
H -0.71231 3.69785 0.73994 0.08 -0.23 0.21
H -1.63949 2.97861 2.08208 0.12 0.05 -0.07
Br 5.77055 3.11920 -1.64252 -0.24 -0.31 0.04
C 4.34142 1.90721 -1.44621 -0.64 -0.36 0.17
C 4.02514 1.38445 -0.17787 -0.08 0.02 -0.28
C 2.92063 0.55499 -0.02753 -0.21 -0.05 -0.20
C 2.09224 0.21409 -1.13059 0.45 0.72 -0.30
C 0.98157 -0.67444 -0.95837 0.57 -1.05 -0.53
C 0.40731 -1.39473 -2.00847 -0.17 0.26 -0.10
C -0.44565 -2.47672 -1.80541 0.20 0.39 -0.06
C -1.15552 -3.16310 -2.84447 -0.19 -0.48 -0.71
C -1.96160 -4.30964 -2.57845 0.07 0.37 -0.16
C -2.74647 -4.88857 -3.57428 0.22 0.23 -0.09
C -2.72458 -4.36388 -4.88042 0.33 0.27 0.56
Br -3.83282 -5.08288 -6.22303 0.25 0.09 0.32
C -1.88261 -3.28179 -5.18650 0.18 0.07 0.35
C -1.10681 -2.69866 -4.18978 -0.36 -0.31 0.08
C 2.44651 0.73840 -2.40539 0.28 -0.01 0.35
C 3.55853 1.56093 -2.56215 -0.20 -0.11 0.19
H 4.64034 1.64231 0.68039 -0.10 -0.08 -0.17
H 2.68576 0.12270 0.94621 0.10 0.13 -0.27
H 0.68197 -0.92814 0.04980 0.19 -0.03 0.12
H 0.67740 -1.11720 -3.03240 -0.17 -0.17 0.47
H -0.56408 -2.83252 -0.78094 -0.13 0.10 -0.11
H -1.96252 -4.73207 -1.57112 -0.11 0.14 -0.28
H -3.38422 -5.74009 -3.35546 0.15 0.14 0.01
H -1.84456 -2.89180 -6.19829 -0.03 -0.08 0.13
H -0.46420 -1.85734 -4.44263 -0.28 -0.22 -0.06
H 1.83378 0.49383 -3.27333 0.26 0.21 0.20
H 3.81610 1.94997 -3.54321 -0.06 -0.04 0.19
```
Positions in Å, forces in eV/Å.

Output
**Max |F|**: 0.02539 hartree/bohr
**Orbital gap**: 5.27 eV
**Net charge**: +1

---

# 2
Computed, not measured: a molecular structure, C24H26Cl2HfNO3 in a non-equilibrium geometry, with ωB97M-V/def2-TZVPD.

Structure (XYZ):
```
57
Properties=species:S:1:pos:R:3:forces:R:3
C -2.39460 -0.82748 -2.00238 0.68 -0.47 -0.50
C -1.50126 0.26495 -2.26463 0.40 -0.74 -0.74
C -0.17560 -0.19087 -2.05618 -0.29 -0.43 -0.46
H -1.76603 1.22136 -2.70821 -0.02 -0.21 0.44
C -0.23465 -1.58519 -1.68743 -0.42 0.23 -0.21
C -1.60176 -1.97656 -1.69495 0.30 0.46 -0.64
H 0.62096 -2.25693 -1.61936 -0.36 0.31 0.17
C -3.59452 0.89743 1.20405 0.60 0.64 -0.18
C -3.27856 1.35105 -0.11238 0.11 0.56 0.82
C -2.00527 2.03109 -0.05419 -0.12 0.25 0.78
H -3.97950 1.35909 -0.94949 0.40 -0.07 0.30
C -1.48551 1.87220 1.28287 -1.00 -0.32 -0.53
C -2.51285 1.22112 2.06762 0.29 0.09 -0.78
H 0.73453 0.34780 -2.31474 -0.18 -0.03 0.30
H -1.96915 -2.99527 -1.58515 0.05 0.45 0.36
H -3.47203 -0.83583 -2.14813 0.30 0.09 0.19
H -2.51769 1.13560 3.15905 0.22 -0.45 -0.59
H -1.60486 2.71005 -0.81136 0.03 -0.64 0.20
H -4.54212 0.45341 1.51248 0.52 -0.01 -0.22
Hf -1.35744 -0.24997 0.12377 -2.88 1.40 -2.12
C -0.01566 1.94803 1.68018 0.15 -0.03 0.11
C 0.08218 2.18428 3.19797 0.06 0.19 -0.07
C 0.74692 2.99566 0.85686 0.09 0.13 0.13
H -0.54945 3.03566 3.49231 0.14 -0.19 -0.26
H 1.11750 2.40074 3.47294 -0.31 -0.09 0.09
H -0.24720 1.29839 3.75507 0.15 0.28 -0.08
H 0.22613 3.96412 0.85746 0.18 -0.29 0.12
H 0.88404 2.68549 -0.19178 -0.10 0.09 0.27
H 1.74042 3.12538 1.30319 -0.14 0.09 -0.20
C 0.58883 0.53745 1.26347 0.40 -0.32 0.67
C 1.91687 0.11733 1.91960 0.43 -0.40 1.46
H 0.75305 0.49878 0.15757 -0.11 -0.06 0.14
H -0.10668 -0.30143 1.64499 1.36 0.56 0.64
O 1.99882 0.25436 3.13405 0.27 -0.03 -1.47
N 2.95841 -0.40330 1.17292 -0.42 -0.27 0.60
C 2.88724 -1.40255 0.08622 0.33 0.27 0.07
H 3.76209 -0.53498 1.78192 -0.27 0.00 -0.05
C 3.12877 -0.77139 -1.26384 0.27 0.26 -0.49
C 3.09669 -1.56446 -2.41732 -0.27 0.27 -0.11
H 3.00592 -2.64699 -2.31464 -0.12 0.20 -0.10
C 3.15725 -0.97549 -3.68196 0.15 0.16 0.16
H 3.07093 -1.59316 -4.58207 0.09 0.26 0.38
C 3.33886 0.41156 -3.79197 -0.01 0.15 0.17
H 3.37995 0.88320 -4.77776 -0.01 -0.20 0.35
C 3.50658 1.19489 -2.64041 0.05 -0.39 0.07
H 3.70596 2.27108 -2.70623 -0.05 -0.51 -0.08
C 3.43076 0.58987 -1.37524 -0.30 0.03 -0.32
H 3.60604 1.16362 -0.46201 -0.20 -0.06 -0.41
H 1.94166 -1.98226 0.09931 0.41 0.40 0.13
H 3.70146 -2.12597 0.26254 -0.43 0.16 0.14
Cl -5.00395 -2.25259 2.07993 -0.09 -0.37 -0.18
C -3.66737 -3.40283 1.86879 0.36 0.18 0.14
Cl -3.65088 -4.26934 0.32124 -0.38 0.01 0.11
C -2.36583 -2.61800 1.95163 0.46 -0.18 0.74
O -1.54465 -2.84255 2.81296 -0.56 0.35 -0.86
O -2.24048 -1.69281 1.01155 -0.19 -1.84 1.56
H -3.70327 -4.12682 2.67933 -0.06 0.07 -0.16
```
Positions in Å, forces in eV/Å.

Output
**Max |F|**: 0.07462 hartree/bohr
**Orbital gap**: 8.76 eV
**Net charge**: +1

---

| no. | lowest unoccupied orbital energy (Eh) |
| --- | --- |
| 1 | -0.204 |
| 2 | -0.124 |